Run P
Below is 2 unconnected molecules or ions with the total composition C3H8IN2O, with properties calculated with wB97M-V/def2-TZVPD.

XYZ file:
```
15
Properties=species:S:1:pos:R:3
C -0.573 0.273 0.630
C 1.822 0.058 -0.300
C 0.321 0.289 -0.462
N -0.140 0.319 1.884
N -0.316 0.197 -1.636
O -1.869 0.149 0.271
I -1.868 -2.948 -1.551
H 2.031 0.608 0.632
H 2.024 -0.930 0.001
H 2.368 0.603 -1.050
H 0.779 0.542 2.076
H -0.875 0.248 2.569
H 0.155 0.198 -2.490
H -1.383 0.104 -1.611
H -2.476 0.288 1.037
```

Summary:
- Frontier orbital gap (spin up / spin down): 8.16 / 5.94 eV
- Multiplicity: 1
- Total charge: +1

---

Run Q
Below is a gas-phase ion, C3H8IN2O (charge +1), with properties calculated with wB97M-V/def2-TZVPD.

XYZ file:
```
15
Properties=species:S:1:pos:R:3
C -1.313 0.708 1.327
N -0.890 0.667 -0.113
C 0.033 0.059 -0.710
N 0.210 -0.190 -1.992
C 1.237 -0.826 0.368
O 1.834 -2.204 0.500
I 3.003 0.415 -0.001
H -0.591 1.343 1.916
H -2.356 1.123 1.552
H -1.510 -0.252 1.902
H -1.381 1.386 -0.657
H -0.430 0.248 -2.630
H 0.812 -0.759 -2.481
H 0.839 -0.682 1.366
H 1.980 -2.557 -0.434
```

Summary:
- SMILES: C/[NH+]=C(/N)[C@@H](O)I
- Frontier orbital gap: 9.52 eV
- Multiplicity: 1
- Total charge: +1

---

Most stable to least stable: run P, run Q